1.
C31H30AsHoN2O2PS5 | ωB97M-V with the def2-TZVPD basis set

Geometry (Å):
Ho (-1.580, 1.602, -2.783)
N (-2.317, 3.587, -4.046)
N (-1.382, 4.143, -3.088)
C (0.024, 3.690, -3.227)
O (0.874, 4.524, -3.093)
O (0.122, 2.415, -3.395)
H (-2.062, 3.851, -4.995)
H (-3.218, 4.015, -3.869)
H (-1.358, 5.154, -3.089)
C (-0.189, -1.176, 0.113)
C (-0.157, -1.147, 1.633)
As (0.225, -2.989, 2.309)
C (0.710, -2.475, 4.127)
C (1.634, -3.265, 4.808)
C (1.991, -2.969, 6.113)
C (1.420, -1.881, 6.760)
C (0.487, -1.099, 6.097)
C (0.132, -1.396, 4.788)
C (2.031, -3.004, 1.541)
C (2.357, -3.964, 0.588)
C (3.592, -3.936, -0.048)
C (4.509, -2.944, 0.262)
C (4.198, -1.989, 1.224)
C (2.968, -2.024, 1.861)
P (-0.158, 0.462, -0.738)
C (-1.576, 1.428, -0.047)
C (-2.750, 0.854, 0.438)
C (-3.847, 1.653, 0.732)
C (-3.794, 3.024, 0.527)
C (-2.634, 3.610, 0.036)
C (-1.530, 2.819, -0.256)
C (1.290, 1.304, -0.030)
C (1.265, 1.878, 1.242)
C (2.423, 2.414, 1.779)
C (3.608, 2.382, 1.055)
C (3.632, 1.831, -0.216)
C (2.475, 1.296, -0.763)
H (-1.060, -1.727, -0.256)
H (0.700, -1.688, -0.271)
H (-1.106, -0.800, 2.042)
H (0.635, -0.499, 2.000)
H (2.082, -4.114, 4.304)
H (2.714, -3.588, 6.628)
H (1.700, -1.646, 7.778)
H (0.030, -0.256, 6.600)
H (-0.606, -0.779, 4.288)
H (1.642, -4.743, 0.347)
H (3.841, -4.695, -0.779)
H (5.469, -2.914, -0.238)
H (4.917, -1.223, 1.487)
H (2.738, -1.289, 2.626)
H (-2.822, -0.216, 0.580)
H (-4.754, 1.198, 1.107)
H (-4.655, 3.639, 0.753)
H (-2.574, 4.683, -0.093)
H (-0.594, 3.281, -0.557)
H (0.345, 1.913, 1.812)
H (2.403, 2.858, 2.766)
H (4.512, 2.796, 1.482)
H (4.552, 1.824, -0.786)
H (2.484, 0.883, -1.765)
C (-0.676, -1.460, -4.105)
S (-1.499, -0.118, -5.042)
C (-3.170, -0.683, -5.045)
C (-4.061, -0.505, -4.046)
S (-3.811, 0.255, -2.503)
S (-5.652, -1.158, -4.344)
C (-5.373, -1.751, -5.970)
S (-6.504, -2.501, -6.853)
S (-3.724, -1.509, -6.493)
H (0.367, -1.172, -3.985)
H (-0.744, -2.377, -4.683)
H (-1.158, -1.593, -3.137)

Summary:
spin multiplicity	5
total charge	+1
HOMO-LUMO gap (alpha / beta)	7.133 / 7.157	eV
highest occupied orbital energy (alpha / beta)	-10.23 / -10.23	eV



2.
C31H30Cl2GeN5O12RuS | ωB97M-V with the def2-TZVPD basis set

Geometry (Å):
Ru (-0.931, 0.624, 0.494)
O (3.081, 3.247, 4.105)
C (3.639, 2.885, 2.956)
O (4.803, 3.039, 2.747)
C (2.761, 2.262, 1.877)
C (3.229, 1.981, 0.608)
Cl (4.810, 2.167, 0.055)
N (2.238, 1.418, -0.136)
N (1.127, 1.302, 0.637)
C (1.430, 1.811, 1.828)
C (0.295, 1.844, 2.779)
O (0.302, 2.438, 3.826)
O (-0.766, 1.180, 2.378)
C (2.203, 1.102, -1.554)
C (3.017, 1.753, -2.472)
C (2.933, 1.426, -3.819)
C (2.045, 0.464, -4.266)
C (1.224, -0.171, -3.346)
C (1.307, 0.151, -2.000)
H (2.119, 3.065, 4.138)
H (3.686, 2.535, -2.170)
H (3.567, 1.950, -4.523)
H (1.986, 0.213, -5.316)
H (0.521, -0.925, -3.681)
H (0.688, -0.357, -1.294)
O (-1.322, 3.361, 0.796)
Cl (-1.082, 3.529, -0.742)
O (-1.851, 4.643, -1.196)
O (-1.646, 2.258, -1.247)
O (0.299, 3.638, -0.968)
Ge (-3.154, 2.774, 1.280)
C (-4.341, 3.817, 0.164)
C (-4.527, 3.606, -1.238)
C (-5.401, 4.434, -2.013)
C (-6.096, 5.440, -1.409)
C (-5.921, 5.659, -0.023)
C (-5.033, 4.833, 0.757)
C (-3.192, 0.836, 1.140)
C (-3.259, 0.145, 2.384)
C (-3.683, -1.162, 2.420)
C (-4.059, -1.815, 1.238)
C (-3.993, -1.171, 0.020)
C (-3.558, 0.151, -0.043)
H (-2.962, 3.257, 2.704)
H (-3.980, 2.824, -1.745)
H (-5.500, 4.256, -3.077)
H (-6.774, 6.066, -1.975)
H (-6.458, 6.464, 0.466)
H (-4.927, 5.040, 1.815)
H (-2.980, 0.648, 3.298)
H (-3.751, -1.675, 3.371)
H (-4.412, -2.839, 1.282)
H (-4.306, -1.680, -0.884)
H (-3.559, 0.668, -0.994)
C (6.006, -5.146, 1.520)
C (5.234, -4.548, 0.342)
S (3.612, -4.050, 0.859)
O (3.091, -5.007, 1.811)
O (3.619, -2.646, 1.224)
C (2.576, -4.141, -0.603)
C (1.130, -4.371, -0.134)
N (0.258, -3.231, -0.495)
C (-0.093, -2.274, 0.373)
N (-0.856, -1.362, -0.244)
C (-0.975, -1.741, -1.559)
C (-0.291, -2.889, -1.713)
N (-0.089, -3.604, -2.948)
O (0.550, -4.633, -2.907)
O (-0.566, -3.089, -3.938)
C (0.325, -2.225, 1.803)
H (6.967, -5.509, 1.164)
H (5.463, -5.980, 1.958)
H (6.187, -4.402, 2.295)
H (5.084, -5.274, -0.458)
H (5.693, -3.639, -0.048)
H (2.923, -4.922, -1.278)
H (2.702, -3.165, -1.071)
H (1.091, -4.458, 0.947)
H (0.724, -5.281, -0.553)
H (-1.532, -1.193, -2.300)
H (-0.223, -2.962, 2.396)
H (0.111, -1.241, 2.209)
H (1.393, -2.424, 1.913)

Summary:
spin multiplicity	2
total charge	+2
HOMO-LUMO gap (alpha / beta)	7.230 / 2.535	eV
highest occupied orbital energy (alpha / beta)	-14.09 / -13.41	eV



Number 1: F_max 3.5 eV/Å. Number 2: F_max 1.1 eV/Å.